# 1
Here is 8 unconnected molecules or ions with the total composition C32H56N8 from the Open Molecules 2025 dataset. Energies are from wB97M-V/def2-TZVPD.

Properties
HOMO in eV: -10.981
SMILES: CCCC#N.CCCC#N.CCCC#N.CCCC#N.CCCC#N.CCCC#N.CCCC#N.CCCC#N
LUMO energy in eV: 0.05
Largest force on an atom in eV/Å: 5.1
Relative energy (zero: lowest compared OMol25 entry of this formula, charge and spin) in kJ/mol: 227.87

Geometry as ORCA input:
```
! wB97M-V def2-TZVPD RIJCOSX def2/J DEFGRID3
* xyz 0 1
C -4.462 -4.176 -0.288
C -3.693 -5.102 -1.334
C -2.356 -4.473 -1.763
C -1.407 -4.144 -0.682
N -0.649 -3.825 0.147
H -5.273 -4.694 0.224
H -4.981 -3.320 -0.718
H -3.796 -3.724 0.448
H -4.405 -5.328 -2.127
H -3.323 -5.968 -0.785
H -2.617 -3.563 -2.303
H -1.905 -5.145 -2.494
C 0.662 -2.988 4.652
C -0.419 -2.011 5.016
C -1.842 -2.599 4.961
C -2.111 -3.449 6.113
N -2.373 -4.134 7.049
H 0.389 -3.742 3.914
H 1.071 -3.640 5.423
H 1.520 -2.474 4.218
H -0.554 -1.274 4.224
H -0.171 -1.444 5.914
H -1.892 -3.207 4.058
H -2.609 -1.825 4.926
C -0.330 0.463 -3.686
C 0.762 -0.413 -4.448
C 2.211 0.090 -4.176
C 2.795 -0.459 -2.959
N 3.340 -0.878 -1.989
H -0.777 1.239 -4.307
H 0.187 0.987 -2.882
H -1.131 -0.193 -3.343
H 0.473 -0.306 -5.494
H 0.712 -1.476 -4.209
H 2.164 1.175 -4.083
H 2.817 -0.306 -4.990
C 1.338 5.933 -3.039
C 0.135 4.995 -3.317
C -0.364 4.330 -2.057
C -1.200 5.197 -1.166
N -1.887 5.796 -0.416
H 1.112 6.614 -2.218
H 1.727 6.496 -3.888
H 2.206 5.383 -2.674
H 0.385 4.132 -3.933
H -0.676 5.569 -3.766
H 0.534 3.951 -1.569
H -1.010 3.494 -2.326
C 5.749 -3.274 1.073
C 4.389 -2.579 0.935
C 3.166 -3.383 0.396
C 2.866 -4.571 1.130
N 2.617 -5.505 1.762
H 6.115 -3.814 0.201
H 5.679 -4.044 1.841
H 6.435 -2.513 1.445
H 4.553 -1.771 0.221
H 4.002 -2.147 1.858
H 3.290 -3.554 -0.673
H 2.294 -2.742 0.524
C -0.505 1.761 0.895
C 0.403 0.677 0.300
C -0.205 -0.723 0.388
C -1.341 -0.900 -0.447
N -2.243 -1.092 -1.138
H -1.095 1.384 1.730
H -1.203 2.048 0.108
H 0.008 2.701 1.094
H 1.333 0.655 0.868
H 0.788 0.835 -0.707
H -0.527 -0.888 1.416
H 0.565 -1.486 0.278
C -3.962 2.367 0.305
C -4.757 1.295 1.061
C -5.610 0.444 0.169
C -6.863 1.112 -0.111
N -7.890 1.704 -0.214
H -4.674 3.044 -0.168
H -3.433 1.797 -0.459
H -3.297 2.996 0.896
H -5.400 1.762 1.807
H -4.085 0.698 1.677
H -5.803 -0.468 0.734
H -5.090 0.109 -0.728
C 4.006 2.735 -0.464
C 3.776 4.153 0.060
C 3.994 4.166 1.558
C 3.036 3.262 2.223
N 2.281 2.562 2.696
H 5.035 2.382 -0.392
H 3.951 2.680 -1.551
H 3.462 2.009 0.141
H 2.732 4.444 -0.062
H 4.427 4.928 -0.345
H 3.658 5.109 1.989
H 5.049 4.068 1.817
*
```

# 2
Here is 2 unconnected molecules or ions with the total composition C5H12O from the Open Molecules 2025 dataset. Energies are from wB97M-V/def2-TZVPD.

Properties
HOMO in eV: -9.728
SMILES: CC(C)CC=O.[H][H]
LUMO energy in eV: 1.03
Largest force on an atom in eV/Å: 0.8
Relative energy (zero: lowest compared OMol25 entry of this formula, charge and spin) in kJ/mol: 166.62

Geometry as ORCA input:
```
! wB97M-V def2-TZVPD RIJCOSX def2/J DEFGRID3
* xyz 0 1
C 1.088 -0.230 -1.121
C -0.237 0.371 -0.639
C -0.260 1.876 -0.917
C -0.529 0.139 0.850
C -0.965 -1.241 1.284
O -1.194 -1.524 2.437
H 1.114 -1.323 -1.034
H 1.935 0.174 -0.552
H 1.257 0.018 -2.177
H -1.049 -0.095 -1.216
H 0.552 2.380 -0.376
H -1.205 2.324 -0.590
H -0.132 2.087 -1.984
H 0.302 0.487 1.480
H -1.400 0.736 1.146
H 1.079 -2.036 1.141
H -1.118 -1.984 0.468
H 0.762 -2.161 1.800
*
```

# 3
Here is a molecular structure, C26H29N5NaO4S from the Open Molecules 2025 dataset. Energies are from wB97M-V/def2-TZVPD.

Properties
HOMO in eV: -3.767
LUMO energy in eV: 2.06
Largest force on an atom in eV/Å: 1.0
Relative energy (zero: lowest compared OMol25 entry of this formula, charge and spin) in kJ/mol: 0.00

Geometry as ORCA input:
```
! wB97M-V def2-TZVPD RIJCOSX def2/J DEFGRID3
* xyz -1 1
Na -0.795 -0.152 0.729
C 0.272 -2.300 -3.546
O -0.051 -1.027 -4.074
C 0.719 0.008 -3.553
C 1.514 0.718 -4.412
C 2.291 1.783 -3.936
C 2.230 2.083 -2.593
C 1.403 1.401 -1.686
C 1.499 1.848 -0.294
N 0.733 1.556 0.689
N 1.067 2.154 1.894
C 0.476 1.568 2.927
O -0.209 0.490 2.919
C 0.691 2.263 4.245
C 1.379 3.470 4.344
C 1.560 4.076 5.578
C 1.055 3.485 6.730
C 0.366 2.283 6.638
C 0.186 1.678 5.402
C 0.589 0.314 -2.153
O -0.206 -0.389 -1.446
H -0.190 -3.045 -4.197
H -0.099 -2.406 -2.523
H 1.355 -2.462 -3.546
H 1.531 0.428 -5.457
H 2.937 2.340 -4.601
H 2.851 2.885 -2.203
H 2.333 2.535 -0.093
H 1.763 3.917 3.437
H 2.096 5.016 5.644
H 1.198 3.960 7.693
H -0.033 1.817 7.531
H -0.353 0.746 5.299
C -2.797 -3.012 -0.153
N -3.458 -1.996 -0.951
C -3.741 -2.375 -2.319
C -3.524 -0.722 -0.492
C -4.066 0.334 -1.428
O -3.118 -0.412 0.625
H -3.417 -3.910 -0.110
H -2.642 -2.633 0.851
H -1.829 -3.269 -0.591
H -4.229 -3.352 -2.324
H -2.819 -2.443 -2.905
H -4.405 -1.662 -2.796
H -5.121 0.166 -1.650
H -3.501 0.347 -2.359
H -3.953 1.293 -0.932
N 2.336 -0.872 3.040
C 2.589 -1.289 1.770
S 1.949 -2.728 1.212
N 3.416 -0.446 1.110
C 3.946 -0.450 -0.193
C 5.049 0.375 -0.403
C 5.602 0.510 -1.664
C 5.066 -0.190 -2.734
C 3.969 -1.011 -2.522
C 3.400 -1.145 -1.265
H 1.487 -1.258 3.430
H 2.380 0.129 3.196
H 3.635 0.396 1.619
H 5.462 0.928 0.434
H 6.448 1.170 -1.809
H 5.480 -0.074 -3.727
H 3.516 -1.527 -3.358
H 2.514 -1.747 -1.118
*
```

# 4
Here is a molecular structure, C44H33Br2N9O3S2Tc from the Open Molecules 2025 dataset. Energies are from wB97M-V/def2-TZVPD.

Properties
<S²>: 0.785
HOMO (alpha / beta) in eV: -7.405 / -7.476
LUMO energy (alpha / beta) in eV: -1.62 / -1.99
Largest force on an atom in eV/Å: 2.3
Relative energy (zero: lowest compared OMol25 entry of this formula, charge and spin) in kJ/mol: 0.00

Geometry as ORCA input:
```
! wB97M-V def2-TZVPD RIJCOSX def2/J DEFGRID3
* xyz 0 2
Tc -0.146 0.745 -0.047
C 2.938 -0.856 -4.618
C 3.550 -1.445 -3.521
C 3.226 -1.044 -2.236
C 2.268 -0.043 -2.028
C 1.637 0.524 -3.139
C 1.982 0.129 -4.421
N 1.853 0.305 -0.732
C 2.704 0.317 0.313
C 4.114 0.432 0.251
C 4.856 0.412 1.404
C 4.244 0.274 2.667
C 2.879 0.188 2.766
C 2.120 0.241 1.595
N 0.741 0.166 1.557
N 0.137 -0.485 2.524
C -1.064 -0.920 2.092
C -1.883 -1.724 2.910
C -3.013 -2.265 2.372
C -3.343 -1.998 1.031
C -2.529 -1.185 0.294
N -1.402 -0.646 0.811
H 3.195 -1.175 -5.620
H 4.273 -2.238 -3.665
H 3.663 -1.550 -1.385
H 0.869 1.262 -2.986
H 1.483 0.590 -5.264
H 4.587 0.579 -0.708
H 5.930 0.522 1.344
H 4.849 0.250 3.563
H 2.380 0.088 3.719
H -1.577 -1.901 3.930
H -3.653 -2.896 2.973
H -4.228 -2.417 0.576
H -2.750 -0.918 -0.729
C 1.925 -3.500 1.155
C 1.393 -3.485 -0.248
C 1.710 -4.562 -1.112
C 1.202 -4.576 -2.370
C 0.379 -3.514 -2.808
C -0.242 -3.482 -4.079
Br 0.054 -4.870 -5.334
C -1.078 -2.464 -4.422
C -1.275 -1.400 -3.530
Br -2.436 -0.011 -4.042
C -0.619 -1.319 -2.317
O -0.747 -0.195 -1.628
C 0.165 -2.448 -1.901
N 0.661 -2.468 -0.634
H 1.885 -4.508 1.570
H 1.353 -2.834 1.793
H 2.970 -3.182 1.170
H 2.330 -5.372 -0.753
H 1.406 -5.398 -3.044
H -1.573 -2.447 -5.381
C -1.676 1.888 0.985
C -1.538 3.335 1.294
C -0.915 3.752 2.471
C -0.791 5.093 2.776
C -1.299 6.047 1.898
C -1.950 5.647 0.735
C -2.072 4.300 0.447
C -1.154 7.448 2.188
N -1.037 8.568 2.419
H -2.522 1.732 0.306
H -1.878 1.360 1.918
H -0.518 3.008 3.154
H -0.298 5.409 3.686
H -2.353 6.386 0.059
H -2.575 3.991 -0.458
N -4.430 8.127 -2.279
C -3.533 7.104 -2.501
C -3.981 5.784 -2.641
C -3.085 4.765 -2.894
C -1.725 5.038 -2.995
C -1.272 6.344 -2.871
C -2.168 7.370 -2.630
S -0.594 3.723 -3.305
O -1.259 2.778 -4.156
O 0.634 4.336 -3.751
N -0.348 2.963 -1.894
C 0.592 3.382 -1.066
S 1.589 4.812 -1.113
C 2.277 4.376 0.418
C 1.787 3.204 0.847
N 0.866 2.625 -0.002
H -5.351 7.883 -1.961
H -4.072 8.997 -1.925
H -5.040 5.569 -2.564
H -3.432 3.748 -3.023
H -0.219 6.555 -2.989
H -1.812 8.389 -2.540
H 3.004 4.999 0.907
H 2.053 2.717 1.770
*
```

# 5
Here is a molecular structure, C3H2F2O from the Open Molecules 2025 dataset. Energies are from wB97M-V/def2-TZVPD.

Properties
<S²>: 2.006
HOMO (alpha / beta) in eV: -5.621 / -12.855
LUMO energy (alpha / beta) in eV: 0.92 / -1.88
Largest force on an atom in eV/Å: 9.8
Relative energy (zero: lowest compared OMol25 entry of this formula, charge and spin) in kJ/mol: 187.53

Geometry as ORCA input:
```
! wB97M-V def2-TZVPD RIJCOSX def2/J DEFGRID3
* xyz 0 3
C 0.586 -0.601 0.822
C 0.104 -0.660 -0.414
C -0.322 0.789 -0.361
O 0.321 0.706 1.080
F -0.200 -1.633 -1.360
F -1.668 0.980 -0.321
H 1.074 -1.082 1.516
H 0.104 1.501 -0.962
*
```

# 6
Here is 2 unconnected molecules or ions with the total composition C3Cl3F3O from the Open Molecules 2025 dataset. Energies are from wB97M-V/def2-TZVPD.

Properties
HOMO (alpha / beta) in eV: -10.214 / -10.215
LUMO energy (alpha / beta) in eV: -3.82 / -3.82
Largest force on an atom in eV/Å: 2.9
Relative energy (zero: lowest compared OMol25 entry of this formula, charge and spin) in kJ/mol: 407.53

Geometry as ORCA input:
```
! wB97M-V def2-TZVPD RIJCOSX def2/J DEFGRID3
* xyz 0 1
C -0.210 0.133 -0.028
C -0.945 -0.966 -0.608
C 0.983 0.367 0.909
O -1.545 -0.109 0.337
F 0.728 1.413 1.743
F 1.263 -0.775 1.593
F 2.077 0.702 0.287
Cl -0.201 2.621 -1.862
Cl -1.565 -0.785 -2.223
Cl -0.587 -2.602 -0.148
*
```

# 7
Here is a molecular structure, C27H29CeNO4P2 from the Open Molecules 2025 dataset. Energies are from wB97M-V/def2-TZVPD.

Properties
HOMO (alpha / beta) in eV: -12.797 / -12.735
LUMO energy (alpha / beta) in eV: -9.20 / -9.78
Largest force on an atom in eV/Å: 14.4

Geometry as ORCA input:
```
! wB97M-V def2-TZVPD RIJCOSX def2/J DEFGRID3
* xyz 2 1
C -2.549 2.573 -3.375
C -2.125 1.294 -3.040
C -0.754 0.992 -3.367
C 0.259 2.028 -3.531
C -0.232 3.368 -3.331
C -1.608 3.617 -3.517
C 1.653 1.653 -3.356
C 1.973 0.267 -3.129
C 0.855 -0.667 -3.044
C 1.036 -1.943 -2.408
C 2.328 -2.443 -2.354
C 3.410 -1.535 -2.380
C 3.217 -0.160 -2.571
H -3.623 2.752 -3.469
H 0.501 4.186 -3.248
H -1.954 4.606 -3.853
H 2.249 2.375 -2.780
H 2.502 -3.509 -2.156
H 4.434 -1.915 -2.379
H 4.003 0.596 -2.385
N -0.394 -0.320 -3.447
Ce -0.086 0.785 1.429
C -2.997 0.358 -2.238
H -2.932 -0.691 -2.543
H -4.035 0.696 -2.313
C -0.111 -2.662 -1.738
H -1.036 -2.669 -2.322
H 0.188 -3.692 -1.556
P -2.623 0.440 -0.380
P -0.490 -1.973 -0.063
C 0.908 -2.673 0.903
H 0.791 -2.513 1.989
H 0.974 -3.757 0.708
H 1.841 -2.177 0.595
C -1.843 -3.117 0.436
H -1.423 -4.121 0.561
H -2.312 -2.796 1.372
H -2.595 -3.132 -0.358
C -3.236 2.144 -0.040
H -4.286 2.203 -0.366
H -3.180 2.383 1.034
H -2.639 2.877 -0.598
C -4.069 -0.522 0.229
H -3.965 -0.735 1.302
H -4.978 0.074 0.060
H -4.146 -1.474 -0.311
C -1.484 -0.364 2.457
O -2.178 -1.042 3.135
H 0.592 2.139 0.816
O 1.457 2.352 2.851
C 1.922 1.381 3.770
C 1.317 1.395 5.010
C 1.725 0.460 5.949
C 2.731 -0.460 5.653
C 3.340 -0.458 4.398
C 2.867 0.417 3.411
C 3.185 0.130 1.975
O 4.312 -0.212 1.703
O 2.143 0.233 1.130
H 2.222 2.725 2.374
H 0.570 2.156 5.229
H 1.240 0.459 6.920
H 3.013 -1.208 6.394
H 4.125 -1.176 4.150
*
```

# 8
Here is a gas-phase ion, C8H8N (charge +1) from the Open Molecules 2025 dataset. Energies are from wB97M-V/def2-TZVPD.

Properties
HOMO in eV: -14.468
LUMO energy in eV: -6.55
Largest force on an atom in eV/Å: 4.7
Relative energy (zero: lowest compared OMol25 entry of this formula, charge and spin) in kJ/mol: 34.02

Geometry as ORCA input:
```
! wB97M-V def2-TZVPD RIJCOSX def2/J DEFGRID3
* xyz 1 1
C 0.874 1.465 -1.549
C 1.258 0.148 -1.791
C 0.013 1.761 -0.503
C 0.677 -0.776 -0.888
C -0.417 0.765 0.374
C 0.985 -2.097 -0.652
C 1.223 -3.250 -0.274
C -1.319 0.971 1.540
N -0.172 -0.488 0.093
H 0.925 2.289 -2.214
H 1.956 -0.192 -2.595
H 0.030 2.868 -0.207
H 0.597 -4.173 -0.558
H 1.840 -3.815 0.427
H -0.671 0.908 2.480
H -1.721 1.980 1.490
H -2.088 0.104 1.556
*
```

# 9
Here is a molecular structure, C35H39HgN10O4 from the Open Molecules 2025 dataset. Energies are from wB97M-V/def2-TZVPD.

Properties
<S²>: 0.777
HOMO (alpha / beta) in eV: -0.468 / -1.007
LUMO energy (alpha / beta) in eV: 4.33 / 4.33
Largest force on an atom in eV/Å: 0.9
Relative energy (zero: lowest compared OMol25 entry of this formula, charge and spin) in kJ/mol: 0.00

Geometry as ORCA input:
```
! wB97M-V def2-TZVPD RIJCOSX def2/J DEFGRID3
* xyz -2 2
Hg 0.396 0.044 -0.163
C -5.382 -4.027 -1.055
C -5.804 -2.843 -0.453
C -5.017 -1.710 -0.468
C -3.744 -1.676 -1.109
C -3.322 -2.916 -1.665
C -4.118 -4.045 -1.634
N -2.930 -0.598 -1.139
C -3.411 0.658 -0.873
C -4.629 1.096 -1.435
C -5.208 2.316 -1.142
C -4.579 3.171 -0.242
C -3.357 2.809 0.285
C -2.710 1.591 -0.031
N -1.459 1.333 0.492
N -1.213 1.999 1.613
C 0.049 2.065 2.057
C 0.268 2.520 3.388
C 1.544 2.662 3.853
C 2.628 2.375 3.005
C 2.347 1.910 1.740
N 1.113 1.752 1.267
H -6.006 -4.914 -1.045
H -6.773 -2.808 0.037
H -5.356 -0.820 0.046
H -2.331 -2.993 -2.092
H -3.743 -4.965 -2.072
H -5.139 0.416 -2.108
H -6.155 2.594 -1.594
H -5.036 4.116 0.031
H -2.834 3.470 0.960
H -0.600 2.711 4.006
H 1.722 2.982 4.875
H 3.650 2.501 3.337
H 3.140 1.646 1.046
C 4.913 -0.577 -2.221
C 3.750 -0.691 -1.228
O 2.791 0.101 -1.446
C 3.895 -1.624 -0.208
C 3.004 -1.900 0.882
C 3.438 -2.937 1.894
N 1.860 -1.324 1.069
N 1.227 -1.546 2.282
C -0.085 -1.527 2.177
O -0.737 -1.580 1.082
C -0.843 -1.337 3.451
C -2.190 -0.988 3.364
C -2.910 -0.664 4.502
C -2.296 -0.694 5.748
C -0.955 -1.049 5.843
C -0.232 -1.362 4.703
H 4.518 -0.573 -3.239
H 5.636 -1.388 -2.113
H 5.424 0.376 -2.058
H 4.803 -2.215 -0.222
H 4.395 -3.389 1.628
H 2.674 -3.713 1.964
H 3.508 -2.469 2.877
H -2.642 -0.952 2.381
H -3.949 -0.368 4.417
H -2.856 -0.435 6.640
H -0.469 -1.061 6.812
H 0.820 -1.611 4.762
N -0.080 -0.682 -2.391
C 0.352 0.120 -3.519
C -0.102 -0.372 -4.907
C -1.619 -0.524 -5.102
C -2.506 0.629 -4.622
N -2.370 1.891 -5.360
C -1.552 2.899 -4.769
N -2.192 3.502 -3.648
N -1.238 3.895 -5.763
C -0.058 1.568 -3.282
O -0.201 2.284 -4.432
O -0.213 2.063 -2.199
H 0.264 -1.631 -2.450
H -1.106 -0.664 -2.190
H 1.450 0.133 -3.501
H 0.362 -1.348 -5.080
H 0.296 0.317 -5.653
H -1.966 -1.409 -4.567
H -1.812 -0.693 -6.169
H -2.329 0.810 -3.562
H -3.547 0.308 -4.702
H -2.102 1.734 -6.321
H -2.978 2.948 -3.325
H -1.554 3.595 -2.867
H -0.438 3.586 -6.306
H -0.988 4.753 -5.290
*
```